The following is a quantum chemistry calculation of a gas-phase ion, C4H12N2P (charge +1) at a distorted geometry, from OMol25.

## Properties
M: 119.13 g/mol
total charge: +1
Kohn-Sham gap: 0.37942 Ha
calculated total energy: -610.1339 a.u.

The geometry in XYZ format:
```
19
C4H12N2P | OMol25 | ωB97M-V/def2-TZVPD
C 2.17 -0.43 2.77
N 1.42 -0.22 1.78
P 1.28 -1.24 0.41
C -0.56 -0.85 -0.02
N -0.42 0.31 -1.04
C -1.42 0.09 -2.11
C -0.59 1.58 -0.40
H 2.21 0.51 3.39
H 2.93 -1.27 2.99
H 1.16 -2.41 1.07
H -1.03 -1.79 -0.43
H -1.18 -0.26 0.76
H 0.59 0.35 -1.50
H -2.40 0.23 -1.82
H -1.28 0.73 -2.93
H -1.29 -0.97 -2.52
H -1.47 1.65 0.11
H 0.24 1.49 0.44
H -0.36 2.50 -0.97
```

Mulliken population analysis, charges in e, atoms 1 to 6: number 1, C, carries -0.231; number 2, N, carries -0.239; number 3, P, carries 0.013; number 4, C, carries -0.494; number 5, N, carries -0.126; number 6, C, carries -1.022